[1]
Formula: C2H4N4S
Source: OMol25
Level of theory: the ωB97M-V functional and the def2-TZVPD basis

The geometry in XYZ format:
```
11
Properties=species:S:1:pos:R:3
C 0.10837 0.72009 -0.16779
C -0.60393 -0.56185 -0.29084
H -0.36964 2.65409 1.10475
H -1.58550 1.59345 -0.51333
H 2.25724 -1.16014 -0.29350
H -0.03661 -2.42416 0.52124
N -0.46675 1.88852 -0.26953
N 1.31016 0.37138 0.06585
N 1.47350 -0.89592 0.14722
N 0.22443 -1.60468 -0.34852
S -2.31127 -0.58078 0.04445
```

Values from the calculation:
LUMO level: -0.70 eV
spin multiplicity: 1
strongest force on any atom: 6.241 eV/A
ΔE to the lowest compared entry with this formula, charge and spin: 6.088 eV
orbital gap: 7.6 eV

[2]
Formula: C20H22N2O2S
Source: OMol25
Level of theory: the ωB97M-V functional and the def2-TZVPD basis

The geometry in XYZ format:
```
47
Properties=species:S:1:pos:R:3
C 3.51675 4.02357 -5.05740
C 4.32385 3.65301 -3.81145
C 3.58670 2.63410 -2.98971
C 3.73859 1.27600 -3.23577
C 3.03592 0.32852 -2.51539
C 2.15225 0.73367 -1.52034
N 1.40405 -0.15548 -0.74368
C 1.36923 -1.50504 -0.79878
O 2.01359 -2.20546 -1.55146
C 0.41713 -2.12525 0.23012
C -0.99377 -1.50604 0.23769
C -1.12255 -0.43140 1.29549
O -0.51356 0.62614 1.19730
N -1.94860 -0.65146 2.34829
C -2.29997 0.47529 3.19593
C -3.66345 1.00047 2.79005
S -4.94830 -0.27789 3.04210
C -4.01541 -1.77270 2.97172
C -4.69905 -2.94504 3.28431
C -4.05120 -4.16238 3.27647
C -2.69745 -4.22192 2.98106
C -2.00901 -3.06435 2.67571
C -2.66110 -1.83447 2.63242
C 1.99077 2.09474 -1.26720
C 2.69947 3.02844 -1.99551
H 3.34116 3.14143 -5.66898
H 2.55237 4.43874 -4.77290
H 4.05046 4.76021 -5.65395
H 4.50004 4.55185 -3.21668
H 5.29199 3.25113 -4.11743
H 4.42401 0.94945 -4.00496
H 3.16767 -0.72133 -2.71653
H 0.80629 0.29977 -0.05127
H 0.88490 -2.02202 1.21333
H 0.35550 -3.18862 -0.00410
H -1.74893 -2.27807 0.37417
H -1.17643 -1.02312 -0.72658
H -2.30279 0.15161 4.24047
H -1.54290 1.24972 3.05153
H -3.66674 1.28726 1.73785
H -3.96363 1.85121 3.39962
H -5.74691 -2.87737 3.53297
H -4.59634 -5.06186 3.51602
H -2.17530 -5.16558 2.99971
H -0.94975 -3.10116 2.47602
H 1.30556 2.41111 -0.49331
H 2.56493 4.08059 -1.78697
```

Values from the calculation:
LUMO level: 0.58 eV
spin multiplicity: 1
strongest force on any atom: 0.584 eV/A
ΔE to the lowest compared entry with this formula, charge and spin: 0.134 eV
orbital gap: 8.5 eV

[3]
Formula: C26H31Ge2N5O4Zr
Source: OMol25
Level of theory: the ωB97M-V functional and the def2-TZVPD basis

The geometry in XYZ format:
```
69
Properties=species:S:1:pos:R:3
Zr 0.48870 1.37375 0.31254
C 4.29269 -0.20595 -0.03719
C 3.84626 1.19779 -0.22114
N 2.59686 1.63057 -0.41153
C 2.68583 3.01690 -0.55983
C 3.98281 3.40616 -0.44867
N 4.68081 2.24505 -0.24953
C 4.76919 4.69094 -0.49632
O 4.11383 5.80807 -0.70633
O 5.95992 4.59427 -0.42408
C 1.45831 3.80245 -0.76417
O 1.38892 4.99241 -0.77266
O 0.39792 2.94954 -0.86797
H 3.45842 -0.89350 -0.15221
H 4.74076 -0.34338 0.94774
H 5.04237 -0.46077 -0.78703
H 5.69410 2.24640 -0.16405
H 3.14586 5.69582 -0.76846
C -3.46768 2.06916 1.37949
C -1.97306 1.88348 0.99997
Ge -2.14643 0.79282 -0.69012
C -2.59089 1.86554 -2.26100
C -4.06744 1.70844 -2.63417
C -3.03301 -0.89959 -0.42154
C -2.15160 -1.91781 -0.49146
Ge -0.38127 -1.11686 -0.74728
C 0.66172 -1.27003 -2.40291
C 1.17953 -2.65881 -2.78530
C 0.74267 -1.10467 0.94658
C 1.25669 -2.54360 1.15362
C -2.42417 -3.35452 -0.43462
C -3.70354 -3.84325 -0.15165
C -3.93511 -5.20478 -0.11303
C -2.89941 -6.10059 -0.36041
C -1.62847 -5.62894 -0.64774
C -1.39651 -4.26264 -0.68248
H -3.54962 2.70559 2.25932
H -3.93538 1.11317 1.60966
H -4.02255 2.55368 0.57510
H -1.49607 1.40730 1.86941
H -1.54917 2.88734 0.86110
H -1.95044 1.54309 -3.08374
H -2.33197 2.90506 -2.05255
H -4.31198 0.67396 -2.87679
H -4.29535 2.31404 -3.51039
H -4.73295 2.03432 -1.83390
H -4.10299 -1.04508 -0.32147
H 1.49576 -0.56085 -2.34441
H -0.00133 -0.89084 -3.18418
H 1.86426 -3.06623 -2.04058
H 1.72152 -2.60164 -3.72862
H 0.36352 -3.36698 -2.92149
H 0.11367 -0.81868 1.80476
H 1.65351 -0.46617 0.99605
H 0.42304 -3.23395 1.27094
H 1.86464 -2.60439 2.05589
H 1.86085 -2.87111 0.30770
H -4.52278 -3.16510 0.04603
H -4.92607 -5.57512 0.11027
H -3.08829 -7.16496 -0.33115
H -0.82234 -6.32143 -0.84813
H -0.39682 -3.91394 -0.92621
N 0.97574 1.80738 2.26489
C 1.06725 1.90865 3.44940
C 1.14243 1.94481 4.78222
C 1.78383 3.04403 5.42449
N 2.29391 3.95578 5.90081
C 0.55791 0.82795 5.45085
N 0.06874 -0.11954 5.87970
```

Values from the calculation:
LUMO level: -7.99 eV
spin multiplicity: 1
total charge: +2
strongest force on any atom: 0.627 eV/A
ΔE to the lowest compared entry with this formula, charge and spin: 0.137 eV
orbital gap: 6.2 eV

[4]
Formula: C37H25Cl2GeMoN4O2
Source: OMol25
Level of theory: the ωB97M-V functional and the def2-TZVPD basis

The geometry in XYZ format:
```
72
Properties=species:S:1:pos:R:3
Mo 0.36500 0.11540 -0.09790
Cl -0.41870 -3.56160 5.69840
C -0.29000 -3.12660 4.04560
C -0.25660 -1.78340 3.70350
C -0.13350 -1.40910 2.37220
N -0.03800 -0.11910 1.86840
C -0.12970 0.96920 2.69500
O -0.30230 0.99050 3.89650
C -0.05410 2.22710 1.88850
C -0.17920 3.49210 2.45140
C -0.15100 4.59770 1.61780
C -0.01320 4.38800 0.24690
C 0.12140 3.09980 -0.23240
N 0.11820 2.02510 0.57120
C -0.06060 -2.40400 1.36510
C -0.11180 -3.74560 1.71870
C -0.21680 -4.10850 3.05270
Cl -0.24980 -5.77250 3.46170
N 0.08950 -1.87710 0.09000
C 0.15460 -2.69180 -1.00870
O 0.09790 -3.90400 -1.05110
C 0.25110 -1.86390 -2.25050
C 0.27970 -2.41410 -3.52670
C 0.32940 -1.56210 -4.61740
C 0.33000 -0.18800 -4.38460
C 0.30980 0.27880 -3.08530
N 0.28780 -0.54080 -2.02320
H -0.33670 -1.03030 4.46980
H -0.28930 3.56410 3.52320
H -0.22420 5.59820 2.01610
H -0.00860 5.21480 -0.44550
H 0.25240 2.91040 -1.29910
H -0.08180 -4.50390 0.95420
H 0.26500 -3.48980 -3.61870
H 0.37110 -1.94710 -5.62460
H 0.34310 0.51640 -5.20170
H 0.32420 1.34990 -2.87400
C 2.21560 0.30360 -0.22150
Ge 4.11710 0.06420 -0.13660
C 4.44420 -1.47150 -1.35940
C 5.08600 -1.34960 -2.58200
C 5.38500 -2.47610 -3.32930
C 5.03190 -3.72930 -2.85810
C 4.35740 -3.85620 -1.65390
C 4.06080 -2.72910 -0.90990
C 4.66490 1.91580 -0.62080
C 5.63850 2.23430 -1.55400
C 5.96170 3.55710 -1.80500
C 5.33830 4.56660 -1.09160
C 4.36550 4.25920 -0.15330
C 4.02050 2.93930 0.06470
C 4.77560 -0.37100 1.69020
C 4.43520 0.40440 2.78860
C 5.03270 0.16840 4.01390
C 5.96340 -0.84840 4.14890
C 6.29540 -1.63350 3.05850
C 5.70550 -1.38990 1.83180
H 5.35760 -0.37200 -2.95070
H 5.90840 -2.37200 -4.26800
H 5.28460 -4.60810 -3.42930
H 4.07760 -4.83120 -1.28360
H 3.54150 -2.81860 0.03770
H 6.15520 1.44970 -2.08630
H 6.70220 3.79590 -2.55450
H 5.61040 5.59480 -1.26620
H 3.87520 5.04330 0.40750
H 3.23970 2.68850 0.77740
H 3.70800 1.19880 2.68460
H 4.78010 0.79050 4.85880
H 6.43170 -1.02730 5.10340
H 7.02540 -2.42260 3.15450
H 5.97500 -1.99080 0.97430
```

Values from the calculation:
LUMO level: -4.79 eV
spin multiplicity: 1
total charge: +1
strongest force on any atom: 6.407 eV/A
orbital gap: 5.4 eV

[5]
Formula: C4H8FNO2
Source: OMol25
Level of theory: the ωB97M-V functional and the def2-TZVPD basis

The geometry in XYZ format:
```
16
Properties=species:S:1:pos:R:3
C 2.02624 0.93162 -2.31294
C -0.54856 1.17873 0.55465
C -1.32802 -1.09563 0.78183
C 1.04543 -0.63819 0.20594
N -0.40033 -0.20207 0.08676
O 0.98750 0.51854 -2.62234
O 3.06856 1.32152 -2.15346
F 1.11280 -0.82225 1.65584
H -0.09602 1.10410 1.51996
H 0.08910 1.94499 0.00425
H -1.51567 1.43998 0.67415
H -2.36782 -0.72887 0.44502
H -1.13457 -2.03588 0.43409
H -1.00436 -1.08492 1.79495
H 0.84761 -1.65071 -0.23493
H -0.78190 -0.18094 -0.83379
```

Values from the calculation:
LUMO level: 0.49 eV
spin multiplicity: 1
strongest force on any atom: 4.069 eV/A
ΔE to the lowest compared entry with this formula, charge and spin: 3.093 eV
orbital gap: 7.9 eV

[6]
Formula: CH4N
Source: OMol25
Level of theory: the ωB97M-V functional and the def2-TZVPD basis

The geometry in XYZ format:
```
6
Properties=species:S:1:pos:R:3
C 0.27185 -0.54080 0.15296
N -0.34930 0.55345 -0.23701
H -0.24611 -1.50065 0.58586
H 1.38005 -0.57311 0.50575
H 0.25989 1.31244 -0.64695
H -1.31639 0.74867 -0.36060
```

Values from the calculation:
LUMO level: -6.59 eV
spin multiplicity: 1
total charge: +1
strongest force on any atom: 4.380 eV/A
ΔE to the lowest compared entry with this formula, charge and spin: 0.696 eV
orbital gap: 13.3 eV

Number 1: calculated total energy -18928.463 eV. Number 2: calculated total energy -39009.169 eV. Number 3: calculated total energy -157402.313 eV. Number 4: calculated total energy -132240.467 eV. Number 5: calculated total energy -12577.322 eV. Number 6: calculated total energy -2583.350 eV.